{
  "formula": "C5H8O2",
  "method": "ωB97M-V/def2-TZVPD",
  "elements": ["C", "C", "O", "C", "C", "C", "O", "H", "H", "H", "H", "H", "H", "H", "H"],
  "positions_angstrom": [[-1.498, -0.245, 0.358], [-1.031, 0.422, -0.872], [-0.021, 1.408, -0.686], [1.108, 0.840, -0.028], [1.521, -0.619, -0.148], [0.838, -0.114, 1.095], [-0.510, -0.470, 1.361], [-2.338, 0.164, 0.908], [-2.218, -0.930, -0.398], [-0.658, -0.283, -1.616], [-2.107, 0.503, -1.256], [1.919, 1.567, 0.051], [0.956, -1.299, -0.773], [2.581, -0.859, -0.086], [1.407, -0.063, 2.027]],
  "atomic_forces_ev_per_a": [[-1.0, -0.6, -0.7], [-0.5, -0.3, -0.4], [-0.5, 0.2, -0.3], [-0.2, 0.1, 0.1], [0.0, -0.1, -0.2], [-0.2, -0.1, -0.1], [-0.2, -1.1, -0.4], [0.2, 1.0, 0.0], [1.8, -1.1, 2.5], [0.2, -0.3, 0.2], [1.4, 2.2, -0.5], [-0.5, -0.1, 0.0], [0.1, 0.1, 0.1], [-0.2, 0.2, -0.1], [-0.4, 0.0, -0.3]],
  "relative_energy_kj_mol": 420.6,
  "charge": 0,
  "smiles": "C1CO[C@@H]2C[C@@H]2O1",
  "e_homo_ev": -8.86,
  "max_force_ev_per_a": 3.32,
  "total_energy_ha": -345.644746,
  "orbital_gap_ev": 9.79,
  "multiplicity": 1,
  "lumo_ev": 0.932
}

***

{
  "formula": "C3H10N3O",
  "method": "ωB97M-V/def2-TZVPD",
  "elements": ["N", "C", "O", "H", "H", "H", "H", "C", "N", "C", "N", "H", "H", "H", "H", "H", "H"],
  "positions_angstrom": [[1.205, -2.186, 1.056], [0.703, -1.037, 1.898], [-0.490, -0.606, 1.467], [0.397, -2.774, 0.909], [1.874, -2.729, 1.592], [0.674, -1.378, 2.964], [1.505, -0.271, 1.832], [-1.042, -0.127, -1.677], [-0.667, 0.827, -0.679], [-0.299, 2.067, -0.982], [0.182, 2.929, -0.151], [-1.763, -0.819, -1.241], [-1.509, 0.354, -2.548], [-0.191, -0.723, -2.039], [-0.467, 0.361, 0.292], [-0.456, 2.321, -2.042], [0.344, 3.790, -0.651]],
  "atomic_forces_ev_per_a": [[0.2, 0.2, 0.0], [0.0, 0.0, -0.1], [0.0, 0.0, 0.0], [-0.2, -0.2, 0.0], [0.1, -0.1, 0.0], [0.0, 0.1, 0.0], [0.0, 0.0, 0.1], [0.0, -0.1, -0.4], [0.2, -0.1, 0.5], [0.0, 0.1, -0.2], [0.0, -0.1, 0.1], [0.0, 0.0, 0.0], [0.0, 0.0, 0.1], [-0.1, 0.0, 0.1], [-0.2, 0.0, 0.0], [0.0, 0.0, -0.1], [0.1, 0.2, -0.1]],
  "relative_energy_kj_mol": 89.5,
  "charge": -1,
  "e_homo_ev": -3.34,
  "max_force_ev_per_a": 0.58,
  "total_energy_ha": -359.808512,
  "orbital_gap_ev": 7.44,
  "multiplicity": 1,
  "lumo_ev": 4.102
}

***

{
  "formula": "C21H35FNO18PSi",
  "method": "ωB97M-V/def2-TZVPD",
  "elements": ["N", "P", "Si", "C", "C", "C", "F", "H", "H", "H", "H", "H", "H", "H", "H", "H", "H", "H", "O", "C", "O", "C", "C", "O", "H", "H", "H", "H", "O", "C", "O", "C", "C", "O", "H", "H", "H", "H", "O", "C", "O", "C", "C", "O", "H", "H", "H", "H", "O", "C", "O", "C", "C", "O", "H", "H", "H", "H", "O", "C", "O", "C", "C", "O", "H", "H", "H", "H", "O", "C", "O", "C", "C", "O", "H", "H", "H", "H"],
  "positions_angstrom": [[-5.219, 1.401, -0.034], [-4.237, 1.343, -1.341], [-2.347, 2.336, -0.829], [-0.798, 1.180, -0.817], [-0.570, 0.349, 0.577], [-1.832, -0.590, 1.042], [-1.364, -1.416, 2.217], [-4.631, 1.914, 0.683], [-4.914, 2.042, -2.432], [-3.969, -0.022, -1.755], [-2.100, 3.331, -1.905], [-2.474, 3.136, 0.404], [-0.880, 0.500, -1.777], [0.146, 1.902, -0.930], [-0.208, 1.034, 1.476], [0.340, -0.397, 0.372], [-2.762, 0.024, 1.460], [-2.183, -1.359, 0.218], [-3.206, -6.799, 1.420], [-3.206, -5.824, 2.153], [-4.309, -5.339, 2.793], [-3.857, -4.359, 3.708], [-2.551, -3.923, 3.126], [-2.101, -5.075, 2.438], [-4.574, -3.537, 3.782], [-3.741, -4.821, 4.694], [-2.666, -3.104, 2.407], [-1.832, -3.623, 3.894], [-0.119, 5.355, -0.072], [1.039, 5.253, -0.443], [1.686, 4.067, -0.638], [2.913, 4.368, -1.276], [3.160, 5.791, -0.893], [1.856, 6.312, -0.719], [3.705, 3.699, -0.928], [2.789, 4.241, -2.357], [3.706, 5.881, 0.052], [3.697, 6.343, -1.669], [2.010, -7.505, 3.937], [1.334, -7.764, 2.956], [1.826, -8.296, 1.799], [0.710, -8.653, 1.004], [-0.377, -7.767, 1.520], [-0.013, -7.558, 2.871], [0.919, -8.483, -0.055], [0.493, -9.716, 1.158], [-0.406, -6.800, 1.008], [-1.363, -8.235, 1.452], [-0.439, -5.513, -3.066], [-0.676, -6.709, -3.092], [-1.460, -7.321, -4.027], [-1.301, -8.716, -3.847], [-0.867, -8.832, -2.422], [-0.192, -7.611, -2.188], [-2.241, -9.241, -4.040], [-0.541, -9.078, -4.547], [-1.714, -8.906, -1.731], [-0.199, -9.682, -2.258], [6.296, 6.148, 0.155], [6.179, 6.334, 1.355], [6.214, 7.561, 1.952], [5.820, 7.375, 3.298], [6.135, 5.936, 3.552], [5.998, 5.343, 2.275], [6.374, 8.046, 3.961], [4.750, 7.590, 3.387], [7.163, 5.789, 3.902], [5.447, 5.480, 4.269], [-0.568, 7.104, -5.919], [-0.685, 7.291, -4.720], [-0.650, 8.518, -4.123], [-1.044, 8.332, -2.776], [-0.729, 6.893, -2.522], [-0.867, 6.300, -3.799], [-0.491, 9.003, -2.114], [-2.114, 8.547, -2.688], [0.298, 6.746, -2.173], [-1.417, 6.437, -1.806]],
  "atomic_forces_ev_per_a": [[2.0, 0.6, 0.1], [-2.5, -0.2, 1.4], [2.3, 0.5, -0.6], [0.8, 0.0, 0.4], [0.8, -1.3, -0.1], [0.2, 0.2, 0.6], [-0.7, 1.7, -2.3], [-1.2, -0.8, -0.8], [0.9, -0.9, 0.2], [-0.1, 0.9, -0.4], [-0.1, -0.1, 0.0], [-0.3, -0.3, 0.2], [0.4, 1.1, 2.0], [-2.1, -1.6, 0.1], [-1.1, -1.3, -2.0], [-2.0, 1.5, 0.6], [2.0, -1.3, -1.0], [0.8, 1.6, 1.7], [-0.1, 2.0, 1.4], [0.1, -1.5, -1.1], [0.7, -0.6, -0.8], [-0.5, 0.5, 0.9], [0.4, 1.1, 0.2], [-0.8, -1.0, -0.4], [0.0, -0.3, -0.1], [0.0, 0.0, -0.1], [0.0, -0.2, 0.2], [0.0, -0.1, -0.3], [2.5, -0.3, -0.7], [-2.0, 0.0, 0.9], [-0.9, 0.8, 0.4], [0.9, -0.7, -0.6], [1.3, 0.5, 0.0], [-1.0, -0.7, 0.3], [-0.3, 0.0, 0.0], [0.0, 0.0, 0.1], [-0.1, 0.0, -0.2], [-0.2, 0.0, 0.2], [-1.4, -0.6, -2.1], [1.2, 0.6, 2.0], [0.0, 0.4, 0.9], [0.0, -0.6, -0.9], [-1.0, 0.1, -0.7], [1.1, -0.2, 0.4], [0.1, 0.0, 0.2], [0.0, 0.0, 0.0], [0.0, -0.1, 0.0], [0.2, 0.3, 0.2], [-0.5, -2.8, 0.0], [0.4, 2.7, 0.0], [0.5, 0.6, 0.7], [-0.3, -0.8, -0.7], [-0.1, -0.9, 0.7], [-0.1, 0.7, -0.5], [0.1, 0.2, 0.0], [0.0, 0.0, 0.1], [0.0, 0.0, -0.1], [0.0, 0.2, 0.1], [-0.4, 0.4, 2.6], [0.4, -0.3, -2.2], [0.1, -0.9, -0.7], [-0.3, 0.8, 0.8], [0.1, -0.5, 1.1], [0.0, 0.6, -0.9], [-0.1, 0.0, -0.3], [0.1, 0.0, 0.0], [-0.1, 0.0, -0.1], [0.1, -0.1, -0.2], [-0.2, 0.4, 2.7], [0.2, -0.4, -2.5], [0.1, -0.7, -0.6], [-0.3, 0.7, 0.8], [0.0, -0.5, 1.1], [0.0, 0.6, -1.0], [0.0, 0.0, -0.3], [0.1, 0.0, 0.0], [-0.3, 0.2, -0.2], [0.2, 0.0, -0.3]],
  "charge": 0,
  "smiles": "N=[PH2][SiH2]CCCF.O=C1OCCO1.O=C1OCCO1.O=C1OCCO1.O=C1OCCO1.O=C1OCCO1.O=C1OCCO1",
  "e_homo_ev": -8.54,
  "max_force_ev_per_a": 2.91,
  "total_energy_ha": -2960.897499,
  "orbital_gap_ev": 8.63,
  "multiplicity": 1,
  "lumo_ev": 0.095
}

***

{
  "formula": "C8H11N2S2",
  "method": "ωB97M-V/def2-TZVPD",
  "elements": ["C", "C", "C", "C", "C", "C", "C", "C", "N", "N", "S", "S", "H", "H", "H", "H", "H", "H", "H", "H", "H", "H", "H"],
  "positions_angstrom": [[3.664, -0.844, -0.617], [2.321, -1.190, -0.582], [3.882, 0.458, -0.229], [1.488, -0.143, -0.169], [-2.921, -1.959, 0.413], [0.100, -0.264, -0.081], [-2.194, 0.248, 0.293], [-0.466, 1.968, 0.696], [-2.329, -1.058, -0.227], [-0.784, 0.625, 0.282], [2.463, 1.280, 0.189], [-3.168, 1.392, -0.781], [4.457, -1.508, -0.913], [1.947, -2.163, -0.842], [4.825, 0.970, -0.175], [-3.009, -2.929, -0.051], [-2.591, 0.403, 1.310], [0.151, 2.466, -0.054], [-1.388, 2.534, 0.809], [0.079, 1.962, 1.642], [-0.307, -1.224, -0.385], [-3.377, -1.818, 1.395], [-2.842, 0.793, -1.923]],
  "atomic_forces_ev_per_a": [[0.3, 0.2, 0.0], [-0.5, 0.4, 0.2], [-0.4, -0.1, 0.0], [1.2, 0.5, 0.1], [-0.5, -0.2, 0.4], [-0.2, 0.1, 0.0], [-1.2, 0.6, -0.3], [0.3, 0.7, 0.3], [0.3, -0.2, -0.5], [0.6, -0.8, -0.2], [-0.1, -0.6, -0.2], [-0.1, 0.0, 0.6], [0.1, -0.1, 0.0], [-0.1, -0.2, -0.1], [0.2, 0.1, 0.0], [0.0, -0.2, 0.0], [0.2, -0.1, -0.1], [-0.2, 0.0, 0.0], [0.1, -0.1, 0.0], [-0.1, -0.1, 0.0], [0.0, 0.1, 0.1], [0.0, 0.1, 0.1], [0.2, -0.2, -0.2]],
  "relative_energy_kj_mol": 70.2,
  "charge": 1,
  "e_homo_ev": -13.00,
  "max_force_ev_per_a": 1.35,
  "total_energy_ha": -1217.046419,
  "orbital_gap_ev": 8.44,
  "multiplicity": 1,
  "lumo_ev": -4.560
}

***

{
  "formula": "C28H27BBr48F7IN2O6S",
  "method": "ωB97M-V/def2-TZVPD",
  "elements": ["C", "C", "B", "O", "C", "C", "N", "C", "C", "O", "I", "C", "C", "N", "C", "O", "O", "S", "O", "O", "C", "F", "F", "C", "F", "F", "C", "F", "F", "F", "H", "H", "H", "H", "H", "H", "H", "H", "H", "H", "H", "C", "Br", "Br", "Br", "H", "C", "Br", "Br", "Br", "H", "C", "Br", "Br", "Br", "H", "C", "Br", "Br", "Br", "H", "C", "Br", "Br", "Br", "H", "C", "Br", "Br", "Br", "H", "C", "Br", "Br", "Br", "H", "C", "Br", "Br", "Br", "H", "C", "Br", "Br", "Br", "H", "C", "Br", "Br", "Br", "H", "C", "Br", "Br", "Br", "H", "C", "Br", "Br", "Br", "H", "C", "Br", "Br", "Br", "H", "C", "Br", "Br", "Br", "H", "C", "Br", "Br", "Br", "H", "C", "Br", "Br", "Br", "H"],
  "positions_angstrom": [[-1.676, 1.319, 6.158], [-2.603, 0.895, 4.831], [-1.693, 1.231, 3.508], [-0.209, 1.339, 3.743], [-2.298, 1.501, 1.965], [-3.847, 2.041, 2.217], [-5.012, 2.554, 2.460], [-1.459, 2.794, 1.409], [-2.162, 3.545, 0.098], [-1.902, 3.251, -1.179], [-3.614, 5.217, 0.386], [-2.194, 0.137, 1.070], [-1.917, -1.095, 2.170], [-1.770, -2.182, 2.901], [-0.790, 0.118, 0.153], [0.429, 0.138, 1.030], [1.454, 0.177, 0.223], [-3.576, -0.189, -0.123], [-4.049, 1.128, -0.858], [-3.119, -1.124, -1.314], [-5.137, -0.975, 0.537], [-6.043, -0.021, 1.281], [-5.943, -1.269, -0.715], [-4.963, -2.428, 1.268], [-6.139, -3.259, 0.796], [-3.774, -3.197, 0.737], [-5.084, -2.440, 2.895], [-4.721, -1.199, 3.598], [-4.357, -3.600, 3.536], [-6.539, -2.693, 3.216], [-2.284, 1.116, 7.163], [-0.687, 0.698, 6.241], [-1.398, 2.467, 6.127], [-2.733, -0.267, 4.911], [-3.590, 1.513, 4.938], [-0.110, 2.321, 4.005], [-1.533, 3.613, 2.277], [-0.312, 2.624, 1.253], [-0.763, 0.967, -0.651], [-0.678, -0.905, -0.452], [1.986, -0.671, 0.384], [0.409, -4.081, -1.961], [1.751, -2.716, -1.619], [-1.049, -4.002, -0.676], [-0.238, -4.017, -3.795], [0.899, -5.052, -1.829], [-2.750, 3.161, 10.021], [-0.980, 2.913, 10.789], [-2.666, 3.981, 8.259], [-3.769, 1.504, 10.000], [-3.287, 3.858, 10.673], [5.091, -1.142, 1.810], [6.433, 0.224, 2.152], [3.633, -1.062, 3.095], [4.444, -1.078, -0.024], [5.581, -2.112, 1.942], [-6.983, 8.471, 0.955], [-8.409, 7.977, -0.273], [-7.321, 7.821, 2.756], [-5.238, 7.914, 0.299], [-6.970, 9.565, 1.007], [-0.149, -5.346, -7.931], [0.640, -4.566, -9.528], [-1.360, -4.109, -7.043], [-1.005, -7.052, -8.306], [0.671, -5.546, -7.234], [6.432, -4.400, 4.361], [7.774, -3.034, 4.703], [4.974, -4.320, 5.646], [5.786, -4.335, 2.527], [6.923, -5.370, 4.493], [-1.696, -2.585, 9.817], [-0.354, -1.219, 10.160], [-3.154, -2.505, 11.103], [-2.342, -2.520, 7.984], [-1.206, -3.555, 9.950], [11.341, -2.666, 2.971], [9.927, -2.088, 1.767], [11.040, -4.473, 3.626], [13.101, -2.473, 2.165], [11.313, -2.002, 3.840], [4.353, -2.138, -8.836], [3.434, -2.047, -7.123], [4.887, -3.956, -9.275], [3.307, -1.326, -10.262], [5.271, -1.549, -8.738], [-2.381, 6.907, 11.355], [-3.399, 5.906, 12.675], [-3.201, 8.627, 10.960], [-0.515, 7.097, 11.872], [-2.398, 6.324, 10.428], [-3.556, 12.147, 13.228], [-3.217, 10.509, 14.219], [-2.492, 12.243, 11.602], [-5.452, 12.396, 12.867], [-3.240, 12.979, 13.866], [4.803, -8.214, 0.608], [3.785, -9.215, 1.928], [3.983, -6.494, 0.213], [6.669, -8.024, 1.125], [4.786, -8.797, -0.319], [1.966, 1.602, -13.470], [3.234, 1.667, -14.944], [1.180, -0.166, -13.270], [2.755, 2.236, -11.809], [1.150, 2.288, -13.720], [3.842, 4.810, -17.960], [4.478, 5.025, -16.134], [4.591, 3.226, -18.805], [1.899, 4.832, -18.057], [4.201, 5.675, -18.527], [-0.558, -8.307, -4.316], [-0.591, -7.747, -2.453], [-2.263, -7.991, -5.197], [0.920, -7.499, -5.289], [-0.391, -9.389, -4.321], [1.571, -1.371, -17.276], [2.401, 0.292, -17.850], [-0.367, -1.306, -17.435], [2.322, -2.910, -18.198], [1.801, -1.493, -16.212]],
  "atomic_forces_ev_per_a": [[-0.3, -0.2, 0.6], [1.2, 0.5, 1.4], [1.7, -0.4, 1.6], [-3.4, 2.2, -0.7], [-1.3, 1.5, 0.0], [-7.2, 3.2, 1.4], [10.6, -4.7, -2.1], [-0.6, 1.7, 0.2], [1.7, -1.9, -6.4], [-1.2, 1.5, 8.5], [1.3, -1.6, 0.1], [3.0, -0.8, 2.5], [0.2, -8.1, 4.1], [-1.3, 10.4, -6.8], [0.5, -1.5, -1.7], [-6.0, 0.4, 2.5], [4.6, -1.0, -2.8], [-0.3, 2.3, -10.4], [1.7, -4.2, 4.5], [-1.2, 2.3, 5.7], [-5.0, -0.1, -0.8], [3.5, -3.5, -2.1], [3.1, 1.1, 4.0], [-1.2, -3.4, -1.9], [3.9, 2.6, 1.6], [-3.8, 3.0, 2.1], [-1.6, -1.4, 3.9], [-1.0, -4.3, -2.8], [-2.4, 4.4, -2.5], [5.1, 1.1, -1.0], [1.2, 0.5, -2.3], [-1.9, 1.2, -0.4], [-0.6, -2.4, 0.1], [-0.2, 2.2, -0.3], [1.6, -1.6, -0.5], [0.2, -2.2, -0.4], [0.0, -1.8, -1.8], [-2.3, -0.1, 0.0], [-0.2, -1.2, 1.8], [-0.8, 2.1, 1.4], [-1.1, 1.4, -0.2], [-0.1, -0.3, -0.1], [-0.4, -0.4, -0.1], [0.4, 0.0, -0.3], [0.2, 0.1, 0.6], [-0.2, 0.4, -0.1], [-0.1, 0.0, 0.2], [-0.5, 0.1, -0.2], [-0.1, 0.0, 0.5], [0.3, 0.4, 0.0], [0.2, -0.3, -0.3], [0.1, 0.1, 0.2], [-0.4, -0.3, -0.1], [0.4, 0.0, -0.4], [0.4, 0.0, 0.3], [-0.3, 0.7, -0.1], [-0.2, 0.2, 0.1], [0.4, 0.1, 0.3], [0.1, 0.1, -0.5], [-0.6, 0.6, 0.1], [0.0, -0.5, 0.0], [0.2, -0.1, 0.0], [-0.2, -0.2, 0.4], [0.2, -0.3, -0.3], [0.2, 0.6, -0.3], [-0.4, 0.1, -0.3], [0.1, -0.1, 0.2], [-0.6, -0.2, 0.0], [0.4, 0.0, -0.4], [0.2, -0.5, 0.6], [-0.2, 0.4, -0.1], [0.1, -0.2, 0.0], [-0.4, -0.3, -0.1], [0.3, 0.0, -0.3], [0.1, 0.1, 0.5], [-0.2, 0.5, -0.1], [0.0, 0.1, 0.1], [0.4, -0.1, 0.2], [0.2, 0.4, -0.2], [-0.5, -0.1, 0.2], [0.0, -0.3, -0.4], [0.2, 0.1, 0.0], [0.2, -0.1, -0.4], [-0.2, 0.4, 0.1], [0.2, -0.3, 0.4], [-0.4, -0.3, 0.0], [0.0, 0.0, -0.3], [0.2, 0.2, -0.2], [0.2, -0.5, 0.1], [-0.5, 0.0, -0.1], [0.0, 0.2, 0.4], [0.1, 0.1, 0.2], [-0.1, 0.4, -0.2], [-0.3, 0.0, 0.4], [0.5, -0.1, 0.0], [-0.1, -0.4, -0.3], [0.0, -0.2, -0.2], [0.3, 0.3, -0.3], [0.1, -0.4, 0.0], [-0.5, 0.0, -0.1], [0.0, 0.3, 0.4], [0.0, 0.3, -0.1], [-0.3, 0.0, 0.9], [0.2, 0.3, 0.0], [-0.2, -0.2, -0.4], [0.4, -0.3, 0.1], [0.1, 0.2, -0.1], [-0.1, 0.0, -0.5], [-0.2, 0.3, 0.3], [0.5, -0.1, 0.1], [-0.2, -0.4, 0.3], [-0.1, -0.2, -0.1], [0.0, -0.1, -0.4], [0.4, -0.1, 0.6], [-0.2, -0.2, 0.4], [0.0, 0.5, 0.0], [0.1, 0.0, 0.2], [-0.4, -0.6, -0.4], [0.5, 0.0, 0.0], [-0.2, 0.4, 0.2], [-0.1, 0.1, -0.4]],
  "relative_energy_kj_mol": 1271.5,
  "charge": 0,
  "e_homo_ev": -9.72,
  "max_force_ev_per_a": 12.53,
  "total_energy_ha": -126615.734901,
  "orbital_gap_ev": 8.42,
  "multiplicity": 1,
  "lumo_ev": -1.302
}

***

Please write out number 1 again, unchanged.
{
  "formula": "C5H8O2",
  "method": "ωB97M-V/def2-TZVPD",
  "elements": ["C", "C", "O", "C", "C", "C", "O", "H", "H", "H", "H", "H", "H", "H", "H"],
  "positions_angstrom": [[-1.498, -0.245, 0.358], [-1.031, 0.422, -0.872], [-0.021, 1.408, -0.686], [1.108, 0.840, -0.028], [1.521, -0.619, -0.148], [0.838, -0.114, 1.095], [-0.510, -0.470, 1.361], [-2.338, 0.164, 0.908], [-2.218, -0.930, -0.398], [-0.658, -0.283, -1.616], [-2.107, 0.503, -1.256], [1.919, 1.567, 0.051], [0.956, -1.299, -0.773], [2.581, -0.859, -0.086], [1.407, -0.063, 2.027]],
  "atomic_forces_ev_per_a": [[-1.0, -0.6, -0.7], [-0.5, -0.3, -0.4], [-0.5, 0.2, -0.3], [-0.2, 0.1, 0.1], [0.0, -0.1, -0.2], [-0.2, -0.1, -0.1], [-0.2, -1.1, -0.4], [0.2, 1.0, 0.0], [1.8, -1.1, 2.5], [0.2, -0.3, 0.2], [1.4, 2.2, -0.5], [-0.5, -0.1, 0.0], [0.1, 0.1, 0.1], [-0.2, 0.2, -0.1], [-0.4, 0.0, -0.3]],
  "relative_energy_kj_mol": 420.6,
  "charge": 0,
  "smiles": "C1CO[C@@H]2C[C@@H]2O1",
  "e_homo_ev": -8.86,
  "max_force_ev_per_a": 3.32,
  "total_energy_ha": -345.644746,
  "orbital_gap_ev": 9.79,
  "multiplicity": 1,
  "lumo_ev": 0.932
}